[1]
This record from OMol25 describes a single C21H29N5O2 molecule. The level of theory is ωB97M-V/def2-TZVPD.

ORCA input file:
```
! RIJCOSX wB97M-V def2-TZVPD def2/J DEFGRID3
* xyz 0 1
C 4.1920 -7.8874 1.0328
C 3.1142 -6.9047 1.3644
C 2.0976 -6.4090 0.5236
N 1.3170 -5.5378 1.1460
N 1.8074 -5.4623 2.3870
C 1.2310 -4.5258 3.3274
C 1.6866 -3.0956 3.0706
C 0.9658 -2.1256 3.9988
N 1.3996 -0.7200 3.8988
C 1.3042 -0.1768 2.5862
O 2.2127 -0.2381 1.7944
C -0.0447 0.4090 2.2562
C -0.2120 0.7691 0.7914
C 0.6494 1.9689 0.3261
C -0.3475 2.9352 -0.3197
N -1.4721 2.0815 -0.6894
C -2.6716 2.8105 -1.0375
C -2.5144 3.6012 -2.3133
C -1.8899 3.0324 -3.4213
C -1.7577 3.7472 -4.5973
C -2.2614 5.0411 -4.6957
C -2.0855 5.7614 -5.9982
N -2.9332 6.8106 -6.2255
O -1.2290 5.4441 -6.7989
C -2.8768 5.6157 -3.5906
C -2.9954 4.8999 -2.4075
C -1.6396 1.2012 0.4533
C 2.8866 -6.2591 2.5577
H 4.5779 -8.3671 1.9321
H 3.8171 -8.6713 0.3744
H 5.0318 -7.4077 0.5270
H 1.9009 -6.6618 -0.5069
H 0.1462 -4.6020 3.2389
H 1.5090 -4.8512 4.3315
H 2.7682 -3.0203 3.2149
H 1.4901 -2.8488 2.0261
H -0.1109 -2.1693 3.8117
H 1.1057 -2.4226 5.0404
H 2.3925 -0.7079 4.1216
H -0.8078 -0.3042 2.5873
H -0.1791 1.2880 2.8961
H 0.0440 -0.1030 0.1879
H 1.1759 2.4360 1.1593
H 1.4052 1.6419 -0.3843
H -0.6739 3.7001 0.4081
H 0.0504 3.4565 -1.1901
H -3.4820 2.0858 -1.1637
H -2.9764 3.4925 -0.2232
H -1.4949 2.0277 -3.3406
H -1.2611 3.3215 -5.4590
H -3.7989 6.8816 -5.7223
H -2.8918 7.2199 -7.1437
H -3.2315 6.6383 -3.6275
H -3.4565 5.3632 -1.5431
H -2.2999 0.3659 0.2119
H -2.0819 1.7460 1.3103
H 3.3986 -6.3146 3.5050
*
```

The value obtained for the HOMO energy is -8.82 eV. The SMILES is Cc1cnn(CCCNC(=O)C[C@@H]2CCN(Cc3ccc(C(N)=O)cc3)C2)c1.



[2]
This record from OMol25 describes a molecular structure, C21H29N5O2S. The level of theory is ωB97M-V/def2-TZVPD.

ORCA input file:
```
! RIJCOSX wB97M-V def2-TZVPD def2/J DEFGRID3
* xyz 0 1
C 5.3316 4.5251 0.0087
H 5.3112 5.5824 0.0869
H 6.2727 4.2627 0.5005
H 5.5730 4.3287 -1.1518
C 4.0241 3.6061 0.1514
C 4.0897 2.2360 0.1465
N 4.0597 1.3174 1.1901
N 4.3060 0.2127 0.4925
C 4.4038 0.0958 -0.7582
N 4.7194 -1.1043 -1.3762
C 4.6129 -2.2045 -0.9641
O 4.9035 -3.1239 -1.9045
C 4.5114 -2.9040 0.3719
H 5.2689 -2.0768 1.0739
C 3.0997 -2.4169 0.9446
C 1.9752 -2.4264 0.1174
O 2.3844 -2.5901 -1.1392
N 0.7224 -2.4047 0.4719
C 0.3764 -1.9840 1.6604
H -0.5111 -2.8015 2.0850
C -0.4383 -0.7151 1.6768
N -1.5998 -0.5868 0.9702
C -0.9755 -0.7848 -0.4701
C -0.3617 -2.2180 -0.4237
H -1.0387 -2.8774 -0.6275
H 0.2247 -2.4118 -1.5910
H -0.2256 -0.3050 -0.8097
H -1.7660 -0.6987 -1.2615
C -2.3683 0.4859 1.0082
C -3.5881 0.3008 0.2866
C -4.1674 -0.8197 0.0903
C -5.4336 -1.1669 -0.5899
C -6.0786 -0.0374 -0.9858
C -5.5801 1.0644 -0.9373
C -4.3617 1.3558 -0.3081
C -3.7509 3.0241 -0.1971
H -2.8439 2.9216 -0.9812
H -3.5767 3.1153 1.0634
H -4.5330 3.5726 -0.6181
H -6.2187 2.1588 -1.2314
C -7.3678 -0.3664 -1.4858
H -7.6384 -1.1939 -1.8822
H -8.3315 -0.2840 -0.8610
H -7.6988 0.3358 -2.3641
H -5.9179 -2.0785 -0.5850
H -3.4735 -1.8220 0.5515
H -2.3848 0.6265 1.9997
H -1.6216 1.2409 0.5098
H 0.3973 0.1552 1.4496
H -0.9219 -0.4684 2.8185
H 1.1006 -2.0894 2.4083
H 3.1583 -1.3641 1.4738
H 3.0549 -3.0745 1.7406
H 4.7591 -3.8737 0.6736
H 4.8909 -1.0188 -2.2538
S 4.4113 1.7209 -1.3024
H 3.7417 3.8859 1.2879
H 3.0894 4.1610 -0.2499
*
```

The value obtained for the HOMO energy is -8.23 eV.



[3]
This record from OMol25 describes a single C21H29NO5 molecule. The level of theory is ωB97M-V/def2-TZVPD.

ORCA input file:
```
! RIJCOSX wB97M-V def2-TZVPD def2/J DEFGRID3
* xyz 0 1
C 4.6795 2.2605 -1.6938
C 3.4476 2.3820 -0.8054
C 3.7283 1.8820 0.6091
H 4.0682 0.8468 0.5556
H 4.5386 2.4721 1.0428
C 2.5038 1.9992 1.5304
C 1.3133 1.2142 1.0567
C 0.3220 1.8441 0.3783
C -0.8614 1.1859 -0.0878
C -1.8759 1.8320 -0.7320
C -3.0987 1.1882 -1.0849
O -4.1007 1.7721 -1.4650
C -3.1347 -0.3556 -1.0066
C -2.0876 -1.0243 -0.1158
O -2.1900 -2.1975 0.1830
C -0.9268 -0.2106 0.2465
C 0.0843 -0.7861 0.9522
N 1.2092 -0.1371 1.3253
C 2.2357 -0.9143 1.9999
H 1.8470 -1.2460 2.9695
H 3.1030 -0.2838 2.1791
C 2.6734 -2.1449 1.1953
C 3.0857 -1.8228 -0.2400
C 3.3014 -3.1120 -1.0396
O 2.1654 -3.9368 -1.0612
H 1.4314 -3.4620 -1.4682
H 3.6201 -2.8597 -2.0614
H 4.0850 -3.7143 -0.5734
H 4.0113 -1.2454 -0.2589
H 2.3044 -1.2324 -0.7275
H 1.8727 -2.8847 1.1600
H 3.5128 -2.6051 1.7194
H -0.0044 -1.8254 1.2310
C -2.9891 -0.9079 -2.4270
H -2.0270 -0.6142 -2.8409
H -3.0644 -1.9927 -2.4016
H -3.7881 -0.5024 -3.0426
O -4.4333 -0.7420 -0.5320
C -4.6199 -0.4847 0.7562
O -3.7407 -0.0746 1.4784
C -6.0486 -0.7236 1.1687
C -6.8367 0.5642 0.9169
H -6.4442 1.3704 1.5320
H -7.8860 0.4151 1.1598
H -6.7522 0.8576 -0.1266
H -6.0746 -0.9847 2.2266
H -6.4579 -1.5377 0.5713
H -1.8241 2.8972 -0.8995
H 0.4095 2.9026 0.1896
H 2.7766 1.7076 2.5467
H 2.2100 3.0492 1.5675
H 2.6281 1.8061 -1.2404
H 3.1326 3.4264 -0.7641
H 5.5047 2.8399 -1.2857
H 4.4651 2.6277 -2.6941
H 4.9963 1.2223 -1.7718
*
```

The value obtained for the HOMO energy is -7.58 eV. The SMILES is CCCCC1=CC2=CC(=O)[C@](C)(OC(=O)CC)C(=O)C2=CN1CCCCO.



[4]
This record from OMol25 describes 2 unconnected molecules or ions with the total composition C21H29NO8. The level of theory is ωB97M-V/def2-TZVPD.

ORCA input file:
```
! RIJCOSX wB97M-V def2-TZVPD def2/J DEFGRID3
* xyz 0 1
C 3.5169 -2.3744 0.4635
O 2.2354 -2.0393 -0.1800
C 2.4071 -0.9728 -1.1833
C 1.3130 -1.0346 -2.4256
C 1.9147 -0.0024 -3.5934
C 0.7878 1.1407 -3.9527
C 0.7168 2.2172 -2.6881
O -0.6736 2.5340 -2.3081
C -0.7380 3.4815 -1.1818
O -0.3886 4.7706 -1.4481
O -1.1146 3.1716 0.2057
C -1.8776 1.8981 0.2941
C -3.3334 2.0315 -0.4585
C -4.3124 0.7254 -0.3059
C -3.5907 -0.7231 -0.5658
N -4.0593 -1.4568 -1.8084
C -5.0572 -1.1012 -2.8881
C -5.1276 -2.3681 -3.9449
C -4.0624 -3.4943 -3.4059
C -3.4250 -2.8161 -2.0552
H 4.4227 -2.4039 -0.3135
H 3.4586 -3.4441 0.9344
H 3.8008 -1.5912 1.2929
H 2.2327 0.0698 -0.6511
H 3.4791 -0.9720 -1.6971
H 1.2366 -2.1453 -2.7921
H 0.2242 -0.6989 -2.0857
H 2.8643 0.5441 -3.1403
H 2.2708 -0.5865 -4.5575
H -0.2705 0.6382 -4.0515
H 1.0951 1.6311 -4.9707
H 1.3319 3.1582 -3.0359
H 1.2506 1.7365 -1.7491
H -1.1914 1.0783 -0.2067
H -1.9938 1.5634 1.4308
H -3.2765 2.3416 -1.5886
H -3.8969 2.9305 0.0894
H -4.7242 0.7248 0.8089
H -5.2581 0.9333 -0.9903
H -3.9008 -1.4157 0.3559
H -2.4165 -0.7020 -0.5596
H -5.6556 -0.0825 -2.9137
H -5.8004 -2.5011 -4.8960
H -3.8144 -4.5502 -3.8682
H -2.5931 -3.3966 -1.4418
C 4.0509 -0.7274 5.2969
C 4.0311 0.1826 6.2728
C 2.9671 1.2223 6.3396
O 2.9645 2.0334 7.2589
C 1.9487 1.2354 5.2779
C 1.9706 0.3275 4.3002
C 3.0184 -0.7287 4.2491
O 3.0017 -1.5607 3.3481
O 1.0181 0.3357 3.2978
O 4.9997 0.1917 7.2596
H 4.8171 -1.4901 5.2374
H 1.1915 2.0074 5.3286
H 1.2485 -0.4188 2.7129
H 4.7658 0.9424 7.8478
*
```

The value obtained for the HOMO energy is -7.80 eV. The SMILES is COCCCCCOC(=O)OCCCCn1cccc1.O=C1C=C(O)C(=O)C=C1O.



[5]
This record from OMol25 describes 4 unconnected molecules or ions with the total composition C21H30Br2ClF9N5O6. The level of theory is ωB97M-V/def2-TZVPD.

ORCA input file:
```
! RIJCOSX wB97M-V def2-TZVPD def2/J DEFGRID3
* xyz 1 1
C 2.7713 -3.1410 4.2415
C 3.2120 -2.8323 2.8377
Br 4.5792 -1.5384 2.6659
C 2.7016 -3.4268 1.7632
Br 3.2983 -3.0007 -0.0041
N 1.6929 -4.4364 1.8592
C 2.1595 -5.8282 2.0111
C 3.0234 -6.3520 0.8817
N 3.6048 -7.4483 1.0956
C 0.4336 -4.1066 1.8028
N -0.0325 -2.8317 1.6668
C -0.6314 -2.2961 2.8920
Cl -1.6291 -0.8918 2.5043
C -1.4699 -3.4396 3.4969
C -1.7831 -4.4816 2.4227
N -0.5355 -5.1133 1.9023
N -0.6893 -5.6024 0.5467
H 2.3049 -4.1222 4.2893
H 2.1219 -2.3521 4.6155
H 3.6621 -3.1568 4.8665
H 1.3434 -6.5242 2.1739
H 2.7744 -5.8404 2.9120
H 3.1272 -5.8276 -0.0669
H 4.1391 -7.7222 0.2724
H 0.6079 -2.1975 1.1970
H 0.1407 -2.0325 3.6085
H -2.4221 -3.0848 3.8758
H -0.9046 -3.9451 4.2824
H -2.3677 -5.2797 2.8762
H -2.3475 -4.0536 1.5918
H -1.5891 -6.0567 0.4654
H -0.6049 -4.8396 -0.1208
C 2.5180 0.0768 -1.6452
C 3.7698 0.6864 -1.0476
O 4.1977 1.8242 -1.8141
C 3.5494 2.9518 -1.5535
O 2.6722 3.0897 -0.7516
C 4.1050 4.0981 -2.4166
F 4.2653 3.7213 -3.6884
F 5.2938 4.5007 -1.9577
F 3.2698 5.1396 -2.3937
H 2.6770 -0.1722 -2.6951
H 2.2375 -0.8279 -1.1040
H 1.6820 0.7747 -1.6012
H 4.5945 -0.0239 -1.0815
H 3.6233 0.9701 -0.0054
C 0.7766 4.0723 -3.5116
C -0.3631 3.5510 -2.6662
O -1.6300 3.6502 -3.3478
C -1.8882 2.6893 -4.2266
O -1.1707 1.7724 -4.4990
C -3.2829 2.8843 -4.8426
F -3.4899 4.1582 -5.1944
F -4.2442 2.5421 -3.9654
F -3.4351 2.1316 -5.9259
H 0.5862 5.0953 -3.8367
H 1.6977 4.0505 -2.9320
H 0.9095 3.4662 -4.4086
H -0.4674 4.1526 -1.7652
H -0.1911 2.5202 -2.3565
C -5.3335 4.2235 -1.4916
C -3.9498 4.3164 -0.8916
O -3.9960 4.8282 0.4565
C -4.2996 3.9501 1.3995
O -4.5314 2.7866 1.2417
C -4.2655 4.6343 2.7765
F -4.8941 5.8125 2.7547
F -2.9941 4.8495 3.1515
F -4.8446 3.8718 3.7005
H -5.8434 5.1858 -1.4373
H -5.2742 3.9168 -2.5302
H -5.9463 3.5020 -0.9512
H -3.3462 5.0232 -1.4572
H -3.4354 3.3558 -0.9130
*
```

The value obtained for the HOMO energy is -12.85 eV.



[6]
This record from OMol25 describes 2 unconnected molecules or ions with the total composition C21H30BrFIN2O5P. The level of theory is ωB97M-V/def2-TZVPD.

ORCA input file:
```
! RIJCOSX wB97M-V def2-TZVPD def2/J DEFGRID3
* xyz 0 1
C -3.2310 -1.5772 -2.8217
C -1.9884 -1.1904 -3.6308
C -1.9506 0.3322 -3.8577
C -0.6518 -1.7684 -3.1213
C -0.5156 -2.0629 -1.6312
C -0.0412 -0.8975 -0.7764
F -0.5011 0.2657 -1.3611
C 1.4461 -0.7765 -0.4151
C 2.5258 -0.2320 -1.3868
C 2.1337 0.4709 -2.7043
C 2.6600 -0.2826 -3.9180
N 2.4876 -1.6931 -3.9987
O 3.2668 0.2993 -4.8051
C 2.0576 -2.0447 0.2213
C 3.4395 -1.8567 0.8518
O 4.4288 -2.2644 0.2696
I 3.7221 -1.0085 2.7955
O 1.3798 0.2322 0.6347
C 0.4035 -0.1885 1.5124
O 0.4696 0.0068 2.6963
C -0.6701 -0.9141 0.6934
C -1.1017 -2.2699 1.2301
N -1.1372 -2.2966 2.6943
P -2.1376 0.3566 0.8114
O -1.9990 0.8020 2.3774
Br -3.9748 -0.9488 0.9029
H -4.0652 -1.6698 -3.5090
H -3.4941 -0.7768 -2.1428
H -3.1542 -2.5308 -2.3158
H -2.1350 -1.6091 -4.6213
H -2.5252 0.5977 -4.7334
H -2.3642 0.8499 -3.0007
H -0.9224 0.6642 -3.9412
H -0.5086 -2.7161 -3.6333
H 0.1370 -1.1301 -3.4811
H 0.2480 -2.8320 -1.5206
H -1.4155 -2.5013 -1.2285
H 3.0925 0.4718 -0.7944
H 3.2333 -1.0124 -1.6326
H 2.6581 1.4132 -2.7638
H 1.0797 0.6897 -2.8050
H 1.7569 -1.9490 -4.6458
H 2.2548 -2.1083 -3.1068
H 1.4076 -2.5288 0.9420
H 2.2309 -2.7544 -0.5781
H -0.4567 -3.0580 0.8362
H -2.0928 -2.5320 0.8877
H -0.2126 -2.4368 3.0728
H -1.7192 -3.0640 2.9904
H -2.1799 0.0229 2.9251
C 1.2704 4.4178 4.6013
C 0.6524 5.5275 5.1613
C -0.7327 5.6122 5.1854
C -1.4996 4.5837 4.6552
C -0.8819 3.4726 4.0974
C 0.5035 3.3910 4.0679
H 2.3508 4.3532 4.5806
H 1.2507 6.3270 5.5791
H -1.2144 6.4800 5.6175
H -2.5800 4.6482 4.6766
H -1.4761 2.6692 3.6857
H 0.9831 2.5247 3.6288
*
```

The value obtained for the HOMO energy is -9.05 eV. The SMILES is CC(C)CC[C@]1(F)[C@](CCC(N)=O)(CC(=O)I)OC(=O)[C@@]1(CN)P(O)Br.c1ccccc1.



[7]
This record from OMol25 describes a molecular structure, C21H30Cl2CoF5NSSbSi3. The level of theory is ωB97M-V/def2-TZVPD.

ORCA input file:
```
! RIJCOSX wB97M-V def2-TZVPD def2/J DEFGRID3
* xyz 0 5
Co -1.2849 0.4353 -0.6375
F -2.0288 3.6608 5.6388
C -1.8117 3.4325 4.3412
C -1.3832 2.1958 3.9080
F -1.1677 1.2148 4.7928
C -1.1634 1.9705 2.5606
F -0.7231 0.7434 2.2191
C -1.3517 2.9433 1.5924
S -1.0647 2.7301 -0.1301
C -1.7713 4.1865 2.0705
F -1.9700 5.1989 1.2198
C -2.0043 4.4350 3.4095
F -2.4166 5.6416 3.8127
C 3.6585 2.4370 -0.6606
Si 3.5988 0.7613 0.1303
C 3.7263 0.8783 1.9804
C 4.9317 -0.3455 -0.5403
Sb 1.3182 -0.2561 -0.3473
Si 1.3248 -0.5675 -2.9096
C 1.3065 1.1415 -3.6448
C 2.7678 -1.5508 -3.5604
C -0.2816 -1.4427 -3.3401
Si 1.2452 -2.6362 0.6051
C 1.2869 -2.4952 2.4560
C -0.3650 -3.3517 -0.0022
C 2.7002 -3.6557 0.0297
H 4.5609 2.9699 -0.3467
H 2.7878 3.0330 -0.3759
H 3.6740 2.3599 -1.7495
H 4.6558 1.3749 2.2751
H 3.7151 -0.1152 2.4352
H 2.8890 1.4476 2.3913
H 5.9154 0.0764 -0.3088
H 4.8559 -0.4543 -1.6233
H 4.8777 -1.3433 -0.0990
H 2.2076 1.7035 -3.3939
H 0.4474 1.7170 -3.2880
H 1.2391 1.0734 -4.7353
H 3.6921 -0.9737 -3.4818
H 2.6190 -1.7973 -4.6175
H 2.9007 -2.4833 -3.0091
H -1.1262 -1.1521 -2.7063
H -0.1876 -2.5271 -3.2429
H -0.5881 -1.2140 -4.3655
H 0.3738 -2.0356 2.8439
H 2.1352 -1.8946 2.7901
H 1.3829 -3.4937 2.8946
H -1.1413 -2.5843 -0.0609
H -0.7243 -4.1280 0.6802
H -0.2461 -3.7970 -0.9928
H 3.6245 -3.2965 0.4899
H 2.8208 -3.6157 -1.0543
H 2.5739 -4.7058 0.3182
Cl -4.2377 -0.0886 -2.9908
C -5.0265 -0.1322 -1.4501
C -6.3981 -0.0877 -1.4022
C -7.0439 -0.1159 -0.1679
C -6.3104 -0.1853 1.0135
C -4.9361 -0.2257 0.9680
Cl -4.0521 -0.3079 2.4454
C -4.2081 -0.1911 -0.2686
N -2.9013 -0.2041 -0.3324
H -6.9640 -0.0254 -2.3214
H -8.1246 -0.0829 -0.1275
H -6.8088 -0.2025 1.9730
*
```

The value obtained for the HOMO energy (alpha / beta) is -7.52 / -7.62 eV.



[8]
This record from OMol25 describes a molecular structure, C21H30Cl2IrN2OS5. The level of theory is ωB97M-V/def2-TZVPD.

ORCA input file:
```
! RIJCOSX wB97M-V def2-TZVPD def2/J DEFGRID3
* xyz 2 2
Ir -0.1625 0.0417 -0.0444
C -0.7637 0.1756 -3.3588
C -0.5468 1.6115 -2.9270
S -1.3054 1.7374 -1.2977
C -0.5945 3.2515 -0.6188
C 0.9232 3.3110 -0.6365
S 1.7001 1.8218 0.0764
C 2.9975 1.5667 -1.1709
C 3.9364 0.4014 -0.8753
S 3.1818 -1.2163 -0.6352
C 2.7966 -1.7569 -2.3062
C 1.6805 -1.0204 -3.0457
S 0.0391 -1.0174 -2.2484
H -0.3749 0.0067 -4.3629
H -1.8231 -0.0839 -3.3647
H -1.0455 2.3043 -3.6059
H 0.5118 1.8613 -2.8845
H -0.9719 3.2547 0.4044
H -1.0162 4.1157 -1.1336
H 1.2368 4.1657 -0.0368
H 1.3294 3.4537 -1.6364
H 3.5879 2.4848 -1.1981
H 2.4931 1.4559 -2.1262
H 4.4862 0.5770 0.0500
H 4.6676 0.3518 -1.6846
H 2.5431 -2.8116 -2.1880
H 3.6941 -1.7061 -2.9251
H 1.5136 -1.5328 -3.9956
H 1.9521 0.0090 -3.2668
Cl 2.6012 -1.8133 3.2192
C 1.3297 -2.8037 2.6784
C 1.1252 -4.0269 3.2729
C 0.0961 -4.8388 2.8118
C -0.7465 -4.4690 1.7612
C -0.5565 -3.2467 1.1742
Cl -1.5854 -2.7475 -0.0891
C 0.4821 -2.3390 1.6033
N 0.7141 -1.1331 1.1301
H 1.7617 -4.3478 4.0847
H -0.0609 -5.7981 3.2895
H -1.5289 -5.1302 1.4184
C -1.0079 1.3865 4.4100
C -0.8825 0.4556 3.2278
O -0.4845 1.1933 2.0325
H -1.3355 0.8230 5.2840
H -1.7395 2.1716 4.2204
H -0.0517 1.8514 4.6592
H -1.8301 -0.0108 2.9674
H -0.1423 -0.3227 3.4172
H 0.3670 1.6034 2.2452
S -3.2166 -0.1127 0.5974
C -4.1055 1.2518 1.0838
N -5.4517 1.2398 0.8867
C -6.2979 2.2429 1.2211
C -5.8174 3.3744 1.8018
C -4.4339 3.4494 2.0439
C -3.5996 2.4192 1.6975
H -5.8267 0.3991 0.4647
H -7.3416 2.0786 0.9971
H -6.4877 4.1756 2.0708
H -4.0263 4.3341 2.5167
H -2.5395 2.4540 1.8998
*
```

The value obtained for the HOMO energy (alpha / beta) is -12.55 / -13.09 eV.



Ordered max |F| results: 0.8 19.7 0.8 9.1 1.3 2.6 1.0 1.2; unit eV/A.